Molecular formula: C56H116N11O26P
Method: DFT, ωB97M-V/def2-TZVPD

Cartesian coordinates (Å):
O: -3.621 2.180 -3.598
C: 0.196 2.954 -5.508
C: -0.754 3.609 7.202
H: 1.556 7.259 5.313
H: 3.847 2.535 3.721
H: -0.062 -8.507 0.224
H: 1.645 -5.991 0.139
C: 3.658 2.103 -1.459
H: 1.650 2.916 0.837
H: -6.630 5.391 1.036
H: -2.634 4.063 8.188
H: -1.541 -10.510 -0.718
H: 2.037 0.352 -6.371
H: -3.773 1.580 9.188
N: 3.289 6.095 -1.079
H: 1.510 2.843 6.177
O: -2.662 -2.989 0.324
C: 1.350 -1.185 3.876
H: 0.700 8.875 1.390
H: 1.606 -4.461 -0.854
H: 1.562 -3.782 1.276
C: -1.557 1.884 6.044
H: -2.124 -7.369 -1.049
H: -2.701 4.118 -4.438
H: -0.112 4.425 7.496
H: -3.784 -4.506 -4.398
C: 4.067 6.846 -0.240
C: 4.441 -0.621 1.483
H: 1.271 2.327 -2.574
C: -5.889 3.600 0.281
C: -0.185 0.367 0.205
H: 1.090 -5.669 -3.707
O: -2.005 4.446 -0.365
H: -3.682 0.823 6.571
H: 5.537 0.761 4.290
O: 2.259 -0.960 -3.684
O: 3.023 1.183 -1.961
H: 3.898 6.410 -3.005
O: -3.754 -0.657 2.578
H: -4.527 2.395 6.197
H: 1.808 -2.567 -4.893
C: 5.103 3.522 1.702
H: -0.394 7.934 0.378
H: -1.622 -3.920 -1.766
H: -5.263 -3.576 -0.644
O: 1.621 -2.309 -1.966
H: 1.287 6.596 2.533
C: -2.061 4.098 -5.297
O: -4.384 -3.816 -0.824
H: 1.159 -7.672 -1.495
C: -0.559 3.233 -3.499
H: 3.506 -1.121 1.327
H: -1.750 5.023 -5.810
H: 4.849 5.195 -2.075
H: -6.027 0.252 -0.509
O: -0.790 3.124 2.406
C: 0.925 6.654 1.514
C: 3.276 7.143 0.855
N: 5.123 -0.530 0.143
H: -6.710 0.852 -5.230
C: 1.893 -7.576 -4.423
H: 4.221 0.341 1.959
H: -1.667 1.030 5.354
H: 4.786 2.576 1.248
P: -0.337 -5.874 -1.171
H: -2.432 -0.616 -4.138
N: -6.297 2.350 -0.134
H: -7.911 4.048 0.747
C: -1.569 -6.915 -0.241
H: -0.150 -7.890 -2.591
N: -0.847 3.431 -4.835
C: -1.110 -4.691 -2.258
H: 6.601 -0.236 -1.759
O: 2.601 -1.418 4.241
H: -2.976 -10.881 0.166
H: 5.285 2.947 -1.063
H: 0.257 2.985 -6.600
N: 4.759 2.750 4.018
H: 1.496 -6.358 2.489
C: -3.884 1.858 6.899
C: -1.984 -9.205 0.956
C: 0.725 2.460 5.504
H: 2.388 -0.234 -3.028
H: 0.944 1.448 5.054
O: -4.702 -2.182 0.720
H: 0.936 -8.722 -6.048
H: 0.101 -0.545 0.731
C: -0.978 -8.027 0.582
H: -4.696 2.899 8.765
C: 0.113 7.947 1.333
H: 5.099 7.065 -0.388
H: -0.594 -4.251 2.827
H: 1.679 2.711 2.564
C: -3.830 0.952 -3.752
C: 5.657 3.227 3.028
H: 4.120 4.424 5.700
O: 6.790 3.303 3.324
H: -7.308 2.295 -0.209
O: 1.746 6.425 5.796
C: -2.714 -4.431 -4.190
C: 0.546 -7.100 -2.210
H: -4.700 1.343 -0.989
H: -0.355 -4.313 -2.944
C: -0.203 2.296 1.767
H: -0.048 -7.419 -5.392
H: 2.882 1.563 -4.310
H: -1.987 0.220 -2.786
H: -5.078 0.955 0.717
H: 3.159 4.904 -2.708
H: -2.528 -5.308 -6.060
O: -0.736 6.125 -1.432
N: -0.809 1.337 0.984
C: 2.882 5.834 5.220
H: 0.174 -8.908 -4.469
H: 4.378 1.446 5.417
H: -2.611 4.209 0.491
H: -7.108 4.885 -0.615
H: -0.048 -3.466 0.784
O: 5.050 2.030 -1.362
H: 3.595 0.944 -6.587
C: 5.597 -1.632 -0.566
H: 1.655 1.296 1.629
C: 0.688 -8.217 -5.133
H: -1.334 -9.873 1.577
N: -2.517 2.406 6.777
H: 0.663 0.836 -0.279
C: 0.677 2.574 -3.403
H: -0.672 7.965 2.136
C: 6.661 -1.327 -1.601
O: 1.925 -3.046 -4.039
C: 1.497 -6.584 -3.305
H: -2.297 -6.298 0.315
H: -2.572 3.443 -6.041
C: 2.064 5.883 -0.564
C: 1.947 -2.083 -3.094
H: -0.158 -1.991 3.494
C: 1.277 2.292 1.637
H: 5.203 0.390 -0.144
C: -2.241 -5.351 -3.064
H: -1.276 3.485 -2.709
C: -2.909 -0.117 -3.256
H: -2.964 -9.439 -1.007
O: -4.696 3.943 0.185
O: -1.914 -0.161 3.722
H: -0.900 -4.851 -5.474
H: -2.288 -2.256 1.706
H: -3.072 -5.677 -2.433
C: 0.606 -4.289 1.064
C: -1.939 -4.569 -5.511
C: 2.497 2.095 -5.147
H: -2.776 -8.869 1.568
H: 2.915 3.074 -5.233
C: -2.398 -10.035 -0.239
H: 2.573 -7.070 -5.113
C: 0.871 -5.797 3.174
O: 0.774 -2.343 3.708
H: 5.036 -1.338 2.046
H: 4.196 4.133 1.739
C: -2.468 -0.733 2.878
O: -1.794 -1.736 2.348
O: 0.783 -0.138 3.694
H: 5.881 3.904 1.055
C: 2.566 1.292 -6.393
H: 2.535 -8.379 -3.981
H: 3.560 7.694 1.762
N: -4.954 0.498 -4.407
C: -4.410 1.922 8.363
N: 1.062 2.409 -4.708
H: -0.727 -7.527 1.532
H: -2.630 -3.410 -3.763
H: -3.562 5.983 -0.256
H: 2.398 -6.269 -2.770
O: 3.358 4.967 6.130
H: 1.255 5.408 -1.067
H: -6.165 2.249 -4.280
H: 3.091 -0.566 4.276
H: 0.595 3.182 4.686
H: -1.815 1.433 0.878
H: 0.290 5.811 1.326
C: 1.011 -5.164 -0.169
C: 0.003 -4.980 2.288
C: -6.970 4.525 0.454
C: -2.035 3.441 7.535
O: 5.345 -2.764 -0.235
H: -1.945 -3.568 -6.025
N: 2.108 6.521 0.646
H: 6.040 1.940 5.570
H: 2.440 1.974 -7.253
H: -3.524 -0.888 -2.722
H: -5.440 2.065 -5.829
H: -1.830 -6.291 -3.481
H: 0.350 -6.454 3.870
H: 6.512 -1.944 -2.520
H: -0.738 -5.577 1.797
C: -5.872 1.488 -4.982
H: -4.860 -0.422 -4.766
H: 7.618 -1.516 -1.131
C: 5.250 1.706 4.837
H: -4.037 -1.110 1.757
C: -3.925 -2.965 0.119
C: -5.468 1.155 -0.268
O: 3.203 3.124 -0.932
O: 3.384 6.159 4.185
H: 1.554 -5.066 3.667
O: -2.790 6.526 -0.478
C: 3.844 5.623 -2.282
N: -0.442 2.534 6.361
H: -5.332 1.329 8.330
H: -0.933 0.079 -0.504
C: -1.725 5.677 -0.838

The multiplicity is 1. The orbital gap comes out at 0.319 hartree. The charge is +2.